Record 1
Molecular formula: C9H14
Method: DFT, ωB97M-V with the def2-TZVPD basis set

Positions of all 23 atoms, in Å:
1 C -1.04665 1.36271 -2.25324
2 C -2.30555 1.91497 -2.89736
3 H -1.07356 0.27677 -2.13886
4 H -0.07138 1.42396 -2.74018
5 H -0.98892 1.81852 -1.26460
6 H -2.57089 1.49294 -3.87532
7 H -2.27875 3.00138 -2.96311
8 H -3.22098 1.65382 -2.35963
9 C 0.24827 0.62592 2.93449
10 C 0.86137 -1.48064 -0.66678
11 C 1.98139 -1.00134 0.02058
12 C -0.44290 -1.38039 -0.17725
13 C 1.77580 -0.32839 1.21101
14 C -0.60837 -0.70368 1.01551
15 C 0.47074 -0.16992 1.69858
16 H 1.04421 -1.98837 -1.60737
17 H 2.91263 -1.24130 -0.46781
18 H -1.15147 -1.82227 -0.86254
19 H 2.60408 0.16485 1.69983
20 H -1.60102 -0.58421 1.43726
21 H 0.24403 0.01441 3.85378
22 H -0.64286 1.24744 3.00446
23 H 1.07440 1.28695 3.22527

For the calculated total energy, the calculation gives -351.30697 a.u. As for the energy relative to the best compared isomer or geometry (same formula, charge and spin): 14.6 kcal/mol. The LUMO energy is 0.9969 eV. Its SMILES is Cc1ccccc1.CC. As for the HOMO-LUMO gap: 9.9427 eV. The HOMO energy comes out at -8.946 eV.

Record 2
Molecular formula: C9H14
Method: DFT, ωB97M-V with the def2-TZVPD basis set

Positions of all 23 atoms, in Å:
1 C -0.38005 2.40846 -1.34858
2 C -1.13559 1.46595 -2.34965
3 H -0.71615 2.08014 -0.29155
4 H 0.67090 2.21691 -1.21143
5 H -0.81351 3.28957 -1.48907
6 H -0.81547 0.39952 -2.06467
7 H -0.78014 1.69573 -3.31797
8 H -2.13754 1.63880 -2.20011
9 C 1.11305 0.42428 2.44516
10 C -0.16054 -2.56297 -0.28708
11 C 0.88880 -1.74472 -0.77531
12 C -0.98598 -2.05692 0.74635
13 C 1.34025 -0.78218 0.15318
14 C -0.51689 -1.12424 1.67987
15 C 0.67898 -0.53346 1.44695
16 H -0.61882 -3.29655 -0.94973
17 H 1.47320 -1.89962 -1.70396
18 H -1.85614 -2.56390 0.84196
19 H 2.14164 -0.09864 0.04859
20 H -1.03949 -0.99625 2.61240
21 H 1.46284 1.33753 1.99301
22 H 1.89847 -0.08904 2.98439
23 H 0.28817 0.79158 3.03724

For the calculated total energy, the calculation gives -351.25910 a.u. As for the energy relative to the best compared isomer or geometry (same formula, charge and spin): 44.6 kcal/mol. The LUMO energy is 0.9792 eV. Its SMILES is Cc1ccccc1.CC. As for the HOMO-LUMO gap: 9.7706 eV. The HOMO energy comes out at -8.791 eV.

Record 3
Molecular formula: C9H14
Method: DFT, ωB97M-V with the def2-TZVPD basis set

Positions of all 23 atoms, in Å:
1 C 1.71933 -2.79875 2.58839
2 C 0.81079 -1.63875 2.12274
3 H 2.00381 -3.34099 1.65728
4 H 2.59766 -2.51214 3.13077
5 H 1.11397 -3.55179 3.07724
6 H -0.14071 -2.00209 1.74515
7 H 1.28855 -0.97539 1.42022
8 H 0.62734 -1.00712 3.00988
9 C -2.27680 2.23561 -0.22808
10 C 0.97624 1.08480 -1.68098
11 C -0.02264 1.87608 -1.16586
12 C 0.95323 -0.28888 -1.44373
13 C -1.17332 1.28628 -0.55486
14 C -0.07096 -0.86579 -0.70502
15 C -1.11783 -0.04372 -0.26314
16 H 1.63881 1.46330 -2.43712
17 H -0.03195 2.93032 -1.45392
18 H 1.68489 -0.99436 -1.79222
19 H -0.18102 -1.90946 -0.48405
20 H -1.75912 3.20942 -0.14721
21 H -2.78886 2.19756 0.76536
22 H -2.02627 -0.48009 0.14866
23 H -3.09864 2.25694 -0.96049

For the calculated total energy, the calculation gives -351.30010 a.u. As for the energy relative to the best compared isomer or geometry (same formula, charge and spin): 18.9 kcal/mol. The LUMO energy is 1.0232 eV. Its SMILES is Cc1ccccc1.CC. As for the HOMO-LUMO gap: 10.0326 eV. The HOMO energy comes out at -9.009 eV.

Record 4
Molecular formula: C9H14
Method: DFT, ωB97M-V with the def2-TZVPD basis set

Positions of all 23 atoms, in Å:
1 C -2.80215 0.97872 -3.07465
2 C -2.97718 -0.50583 -2.82910
3 H -1.85079 1.34488 -3.46291
4 H -3.54785 1.43804 -3.72585
5 H -3.06184 1.54210 -2.17584
6 H -2.94162 -1.12344 -3.73030
7 H -2.09897 -0.91164 -2.32379
8 H -3.92871 -0.57959 -2.30938
9 C 3.01292 0.67917 -0.03551
10 C -0.55101 0.37151 1.00339
11 C -0.54929 -0.88362 1.62676
12 C 0.59647 0.97665 0.60775
13 C 1.83306 0.34625 0.81913
14 C 0.66989 -1.41838 2.03550
15 C 1.85824 -0.79032 1.61507
16 H -1.52083 0.85178 0.91902
17 H -1.49326 -1.36279 1.83941
18 H 0.65596 1.90777 0.05535
19 H 0.67392 -2.36503 2.54617
20 H 3.01406 0.12342 -0.96908
21 H 3.99574 0.50157 0.42833
22 H 2.79896 -1.31914 1.71498
23 H 3.19072 1.72753 -0.30641

For the calculated total energy, the calculation gives -351.30231 a.u. As for the energy relative to the best compared isomer or geometry (same formula, charge and spin): 17.5 kcal/mol. The LUMO energy is 0.9627 eV. Its SMILES is Cc1ccccc1.CC. As for the HOMO-LUMO gap: 9.9327 eV. The HOMO energy comes out at -8.970 eV.